Entry 1:
Here is C19H39F3N3O7P as an isolated structure from the OMol25 dataset. Energies are from ωB97M-V with the def2-TZVPD basis set.

Atoms and positions in Å:
C: 1.373 4.833 1.209
C: 1.985 3.679 0.350
C: 1.191 3.453 -0.980
N: 1.157 1.996 -1.241
C: 2.309 1.497 -1.974
C: 2.783 0.093 -1.572
O: 2.831 -0.085 -0.163
C: 3.015 -1.427 0.194
C: 4.341 -2.043 -0.314
F: 4.661 -3.062 0.514
F: 5.325 -1.145 -0.244
F: 4.269 -2.561 -1.539
C: -0.087 1.550 -1.742
N: -0.332 1.539 -3.059
N: -1.029 1.157 -0.979
C: -2.328 0.696 -1.589
C: -2.197 -0.606 -2.419
C: -3.047 -1.790 -1.880
C: -2.166 -2.801 -1.080
O: -2.175 -4.081 -1.738
C: -0.955 1.140 0.480
C: -1.281 -0.222 1.129
C: -1.666 0.082 2.629
C: -0.780 -0.647 3.667
C: -0.846 -2.193 3.578
O: 0.324 -2.856 4.063
C: 1.391 -2.666 3.148
C: 2.423 -3.829 3.174
H: 2.193 5.452 1.597
H: 0.619 5.406 0.656
H: 0.875 4.390 2.085
H: 1.920 2.757 0.949
H: 3.057 3.812 0.138
H: 0.162 3.829 -0.887
H: 1.728 3.937 -1.816
H: 3.147 2.176 -1.742
H: 2.214 1.499 -3.075
H: 3.829 0.017 -1.938
H: 2.244 -0.719 -2.097
H: 2.143 -2.029 -0.121
H: 3.082 -1.452 1.291
H: -1.286 1.918 -3.127
H: 0.270 2.202 -3.544
H: -2.728 1.560 -2.269
H: -3.078 0.591 -0.794
H: -1.124 -0.890 -2.404
H: -2.475 -0.357 -3.454
H: -3.402 -2.363 -2.750
H: -3.902 -1.433 -1.295
H: -1.132 -2.433 -0.944
H: -2.588 -2.943 -0.063
H: -2.017 -4.726 -1.037
H: -1.744 1.834 0.821
H: -0.012 1.526 0.889
H: -0.417 -0.906 1.133
H: -2.163 -0.707 0.696
H: -1.550 1.166 2.798
H: -2.727 -0.141 2.827
H: -1.144 -0.380 4.676
H: 0.236 -0.229 3.595
H: -1.659 -2.511 4.251
H: -1.108 -2.552 2.565
H: 1.040 -2.521 2.110
H: 1.925 -1.740 3.440
H: 2.527 -4.214 2.149
H: 3.412 -3.470 3.494
H: 2.059 -4.617 3.847
O: -5.227 1.640 -4.340
P: -4.656 1.945 -2.935
O: -5.362 3.172 -2.307
O: -3.114 2.252 -3.063
O: -4.784 0.700 -2.002

Summary:
**Kohn-Sham gap**: 0.072 hartree
**Charge**: -2
**LUMO**: 0.1309 Ha
**HOMO level**: 1.6 eV
**Spin multiplicity**: 1

Mulliken population analysis, charges in e, atoms 1 to 8: number 1, C, carries -1.243; number 2, C, carries -0.017; number 3, C, carries -1.187; number 4, N, carries 1.360; number 5, C, carries -1.143; number 6, C, carries -0.647; number 7, O, carries -0.323; number 8, C, carries 0.010


Entry 2:
Here is a 2-piece molecular cluster, C5H16N2O overall from the OMol25 dataset. Energies are from ωB97M-V with the def2-TZVPD basis set.

Atoms and positions in Å:
C: -1.780 -0.328 1.837
C: -1.311 -0.052 0.438
C: -0.346 -1.072 -0.126
C: 1.144 -0.680 -0.237
C: 1.570 0.502 -2.331
N: 1.522 0.418 -1.031
N: -2.675 -0.091 -0.389
H: -1.102 -0.320 2.638
H: -2.451 0.504 1.904
H: -2.328 -1.258 2.078
H: -0.830 0.942 0.383
H: -0.794 -1.427 -1.241
H: -0.362 -2.031 0.616
H: 1.694 -1.567 -0.466
H: 1.545 -0.573 0.843
H: 2.059 1.204 -2.990
H: 1.033 -0.125 -3.043
H: 2.115 1.206 -0.511
H: -2.983 0.912 -0.433
H: -3.369 -0.560 0.154
H: -2.564 -0.276 -1.443
H: 3.560 2.401 1.152
H: 3.595 0.773 1.350
O: 3.060 1.498 0.847

Summary:
**Relative energy (zero: lowest compared OMol25 entry of this formula, charge and spin)**: 261.4 kJ/mol
**Kohn-Sham gap**: 0.397 hartree
**Charge**: +2
**LUMO**: -0.3018 Ha
**HOMO level**: -19.0 eV
**Spin multiplicity**: 1

Mulliken population analysis, charges in e, atoms 1 to 8: number 1, C, carries -1.784; number 2, C, carries 0.499; number 3, C, carries -0.592; number 4, C, carries -0.803; number 5, C, carries -0.134; number 6, N, carries 0.097; number 7, N, carries -0.360; number 8, H, carries 0.417


Entry 3:
Here is C30H24BrCrF6N4PS2 as an isolated structure from the OMol25 dataset. Energies are from ωB97M-V with the def2-TZVPD basis set.

Atoms and positions in Å:
Cr: -0.661 0.724 -0.358
C: -1.294 2.050 2.314
N: -1.124 0.677 1.796
C: -0.135 -0.015 2.637
C: -2.418 -0.036 1.897
C: -3.322 0.362 0.765
C: -4.706 0.337 0.898
C: -5.504 0.668 -0.188
C: -4.911 1.029 -1.391
C: -3.526 1.053 -1.512
C: -2.701 0.716 -0.438
H: -1.572 2.006 3.374
H: -2.070 2.563 1.753
H: -0.365 2.605 2.210
H: -0.513 -0.093 3.664
H: 0.796 0.544 2.651
H: 0.047 -1.016 2.249
H: -2.869 0.164 2.878
H: -2.205 -1.107 1.852
H: -5.160 0.066 1.846
H: -6.583 0.654 -0.093
H: -5.531 1.296 -2.239
H: -3.075 1.336 -2.456
S: 4.238 3.962 -0.739
C: 5.764 4.510 -1.261
C: 6.624 3.477 -1.505
C: 6.037 2.219 -1.259
C: 4.728 2.307 -0.828
C: 3.826 1.238 -0.490
C: 2.456 1.585 0.055
N: 1.454 0.535 0.010
C: 1.849 -0.724 -0.134
C: 3.247 -1.098 -0.293
C: 3.564 -2.481 -0.335
C: 2.597 -3.434 -0.313
C: 1.190 -3.093 -0.295
C: 0.182 -4.026 -0.359
C: -1.180 -3.592 -0.397
C: -1.417 -2.237 -0.373
N: -0.458 -1.307 -0.254
C: 0.855 -1.718 -0.221
C: -2.276 -4.550 -0.486
C: -2.219 -5.875 -0.830
C: -3.487 -6.517 -0.812
C: -4.493 -5.678 -0.450
S: -3.906 -4.101 -0.119
C: 4.180 -0.091 -0.528
H: 5.948 5.566 -1.373
H: 7.636 3.614 -1.855
H: 6.550 1.279 -1.403
H: 2.041 2.454 -0.462
H: 4.608 -2.764 -0.412
H: 2.864 -4.483 -0.356
H: 0.426 -5.080 -0.384
H: -2.424 -1.848 -0.464
H: -1.301 -6.370 -1.112
H: -3.640 -7.556 -1.067
H: -5.545 -5.895 -0.364
H: 5.194 -0.375 -0.787
N: 2.772 2.134 2.607
C: 2.664 1.965 1.475
F: -0.621 2.777 -0.319
P: -0.218 4.454 -0.468
F: 0.873 4.026 -1.564
F: 0.172 5.995 -0.581
F: -1.313 4.741 0.669
F: 0.886 4.200 0.689
F: -1.337 4.560 -1.594
Br: -0.187 0.712 -2.764

Summary:
**Relative energy (zero: lowest compared OMol25 entry of this formula, charge and spin)**: 0.0 kJ/mol
**Kohn-Sham gap (alpha / beta)**: 0.193 / 0.230 hartree
**Charge**: -1
**LUMO (alpha / beta)**: 0.0798 / 0.0174 Ha
**Expectation value of S²**: 8.894
**HOMO level (alpha / beta)**: -3.1 / -5.8 eV
**Spin multiplicity**: 6

Mulliken population analysis, charges in e, atoms 1 to 8: number 1, Cr, carries -0.379; number 2, C, carries -1.375; number 3, N, carries 0.838; number 4, C, carries -1.153; number 5, C, carries -1.140; number 6, C, carries 1.296; number 7, C, carries -1.008; number 8, C, carries -0.629


Max |F| for every record listed, in sequence, given in eV Å⁻¹: 5.48 5.19 0.40.